{
  "formula": "C6H14N2",
  "method": "the ωB97M-V functional and the def2-TZVPD basis",
  "charge": -1,
  "s_squared": 0.750,
  "multiplicity": 2,
  "relative_energy_kcal_mol": 27.98,
  "orbital_gap_ev": [2.7, 9.4],
  "elements": ["N", "C", "C", "C", "C", "C", "N", "C", "H", "H", "H", "H", "H", "H", "H", "H", "H", "H", "H", "H", "H", "H"],
  "coordinates": [[0.7932, 1.4077, -1.9267], [0.4599, 0.6463, -0.6904], [-0.4993, 1.5026, 0.1556], [-0.6828, 1.0222, 1.5656], [0.1673, 1.2003, 2.5771], [-0.2950, -0.6130, -1.2767], [-0.9804, -1.5867, -0.3813], [0.0446, -2.7001, -0.0652], [1.2203, 2.3032, -1.6888], [1.5362, 0.8374, -2.3676], [1.4266, 0.3554, -0.2922], [-1.4725, 1.5721, -0.3202], [-0.1134, 2.5237, 0.1625], [-1.4152, 0.2348, 1.8479], [0.0559, 0.6895, 3.5112], [0.9571, 1.9361, 2.4939], [-1.0229, -0.1172, -1.9237], [0.3716, -1.1990, -1.9189], [-1.2068, -1.1501, 0.5268], [0.0856, -3.3761, -0.9202], [-0.3791, -3.3555, 0.6939], [0.9490, -2.1338, 0.2375]],
  "forces_ev_per_a": [[0.07, -0.45, -0.05], [-0.83, -0.61, -1.83], [0.40, 0.05, 0.45], [0.27, -1.48, 1.17], [0.02, 1.04, -0.69], [-0.48, 0.63, 0.65], [1.33, -0.69, 0.43], [-1.65, 1.78, 0.02], [0.12, -0.23, 0.10], [-0.28, 0.61, -0.03], [-0.21, 0.00, 1.28], [-0.08, -0.14, -0.42], [0.11, 0.00, 0.21], [0.02, 0.68, -0.84], [-0.10, -0.20, 0.38], [0.25, -0.10, 0.03], [-0.18, -0.31, -0.12], [0.05, 0.21, 0.07], [0.23, -0.24, -0.90], [0.67, 0.46, -0.28], [0.20, 0.26, 0.53], [0.04, -1.25, -0.18]]
}


{
  "formula": "C3H8BClInO2P2",
  "method": "the ωB97M-V functional and the def2-TZVPD basis",
  "charge": 3,
  "orbital_gap_ev": 5.3,
  "elements": ["C", "C", "P", "B", "C", "O", "P", "O", "Cl", "H", "H", "H", "H", "H", "H", "H", "H", "In"],
  "coordinates": [[-2.1356, -1.8996, -2.4061], [-1.6698, -1.0941, -1.6589], [-0.8071, 0.1577, -0.7329], [0.7489, -1.0801, -0.2961], [1.3719, -1.0826, 1.1482], [1.1863, -1.8907, -1.2349], [0.3796, 2.0152, 0.3747], [-0.4371, 2.5903, 1.6626], [0.3918, 3.4721, -0.9140], [-2.4356, -2.4614, -3.2688], [-0.8884, 1.0073, -1.8682], [-1.8704, 0.2344, 0.2091], [2.2795, -0.4730, 1.1446], [0.6958, -0.6723, 1.9083], [1.6046, -2.1279, 1.3613], [1.3870, -1.3887, -2.0463], [0.2058, 2.6095, 2.4305], [-0.0564, 2.0771, 4.1955]],
  "forces_ev_per_a": [[0.05, -0.07, -1.14], [0.72, 0.71, 1.14], [-2.83, -3.45, -2.82], [1.77, -1.21, 1.27], [-1.28, 0.63, -0.30], [0.05, 1.51, -0.34], [0.74, 2.70, 0.76], [1.07, -0.22, -1.50], [-0.19, -0.44, 0.49], [-0.35, -0.41, 0.29], [0.03, 0.69, 0.67], [0.39, 1.03, 0.21], [0.22, -0.27, -0.05], [0.10, -0.24, 0.19], [0.17, 0.05, 0.18], [-0.13, -0.96, -0.67], [-0.21, 0.56, -2.05], [-0.32, -0.62, 3.67]]
}


{
  "formula": "C20H36DyNO3P2",
  "method": "the ωB97M-V functional and the def2-TZVPD basis",
  "s_squared": 9.327,
  "multiplicity": 6,
  "orbital_gap_ev": [7.2, 7.3],
  "elements": ["C", "C", "N", "C", "C", "C", "C", "P", "Dy", "P", "C", "C", "C", "C", "C", "C", "C", "O", "O", "H", "H", "H", "C", "C", "H", "H", "H", "H", "C", "C", "H", "H", "H", "H", "H", "H", "H", "H", "H", "H", "H", "H", "H", "H", "H", "H", "H", "H", "H", "H", "H", "H", "C", "C", "C", "O", "H", "H", "H", "H", "H", "H", "H"],
  "coordinates": [[0.4644, -1.9721, -4.0407], [0.6353, -1.1788, -2.9004], [-0.4024, -1.0181, -2.0470], [-1.6127, -1.5857, -2.2490], [-1.8188, -2.3876, -3.3723], [-0.7718, -2.5762, -4.2713], [1.9744, -0.5038, -2.6078], [2.4660, -0.1373, -0.8457], [-0.0645, 0.0400, 0.0315], [-2.7498, 0.1747, -0.1646], [-2.7169, -1.4044, -1.1953], [0.1754, 1.7614, 1.6526], [0.9588, 1.3500, 2.7078], [1.1887, 2.2552, 3.7697], [0.6595, 3.5514, 3.7202], [-0.0977, 3.9469, 2.6196], [-0.3511, 3.0395, 1.5602], [2.2234, 2.1449, -3.5461], [1.2571, 3.5277, -1.4481], [1.3098, -2.1486, -4.6947], [-2.7954, -2.8384, -3.5287], [-0.9174, -3.1972, -5.1522], [3.0689, -1.6595, -0.0400], [3.6521, 1.2111, -0.6024], [-3.7115, -1.4256, -1.6576], [-2.6986, -2.2588, -0.4868], [2.0666, 0.4872, -3.1588], [2.8024, -1.1236, -2.9751], [-3.5520, -0.1055, 1.4477], [-3.6603, 1.4323, -1.0954], [1.4057, 0.3447, 2.7417], [1.7759, 1.9439, 4.6329], [0.8511, 4.2564, 4.5485], [-0.4975, 4.9625, 2.5685], [-0.9483, 3.3335, 0.6991], [0.5372, 2.7806, -1.3702], [1.3717, 3.8339, -0.5302], [1.9547, 2.7584, -2.8007], [1.7205, 2.4218, -4.3454], [-0.1402, 1.7106, -1.1004], [4.0624, -1.9815, -0.3876], [3.1313, -1.4451, 1.0390], [2.3470, -2.4783, -0.1789], [4.6416, 0.9999, -1.0299], [3.2420, 2.1387, -1.0279], [3.7532, 1.3522, 0.4842], [-4.7349, 1.2373, -1.2037], [-3.5336, 2.3822, -0.5559], [-3.2107, 1.5365, -2.0918], [-4.6272, -0.3009, 1.3585], [-3.0661, -0.9275, 1.9945], [-3.4059, 0.8206, 2.0248], [-1.4804, -3.1834, 2.4080], [-0.4045, -2.1208, 2.4214], [0.8666, -2.5269, 3.1325], [-0.1147, -1.7367, 1.0965], [-1.0815, -4.1156, 1.9898], [-2.3210, -2.8768, 1.7774], [-1.8575, -3.3965, 3.4145], [-0.8048, -1.2286, 2.9257], [1.2759, -3.4464, 2.6953], [1.6304, -1.7467, 3.0427], [0.6797, -2.7032, 4.1978]],
  "forces_ev_per_a": [[-0.15, -0.09, 0.31], [-0.31, -0.21, 0.44], [-0.27, -0.25, -0.99], [0.49, 0.07, -0.14], [-0.13, 0.27, 0.15], [0.20, 0.23, 0.18], [1.22, 0.07, -0.34], [-1.15, -0.05, 0.22], [0.76, 0.74, 1.95], [0.80, 0.00, -0.34], [-0.96, -0.05, 0.30], [-0.52, -1.07, -1.65], [0.28, 1.29, 1.46], [0.11, -0.30, -0.17], [0.23, -0.19, 0.26], [-0.41, -0.07, -0.84], [0.51, 0.95, 1.86], [-0.46, 1.20, -0.74], [-0.33, 0.04, 0.32], [-0.12, 0.08, -0.06], [0.21, 0.02, -0.04], [0.04, 0.09, 0.17], [0.79, -0.19, -0.19], [0.64, -0.04, -0.51], [0.24, -0.39, -0.34], [0.19, 0.45, -0.30], [-0.34, -0.99, 0.68], [-0.34, -0.14, -0.46], [-0.65, -0.15, -0.13], [-0.61, 0.06, -0.05], [-0.21, 0.33, 0.08], [-0.04, 0.12, -0.08], [-0.14, -0.46, -0.53], [0.11, -0.19, 0.10], [0.07, 0.06, 0.11], [0.51, 0.31, 0.26], [-0.03, -0.21, -0.54], [0.10, -0.33, -0.58], [0.53, -0.12, 1.02], [-0.44, 0.52, -1.00], [-0.22, -0.01, 0.07], [-0.05, -0.10, -0.36], [0.14, 0.37, 0.04], [-0.17, 0.16, 0.08], [0.08, -0.39, 0.12], [-0.12, -0.13, -0.30], [0.15, -0.03, 0.01], [0.03, -0.25, -0.21], [0.00, -0.02, 0.33], [0.12, -0.04, 0.16], [-0.10, 0.33, -0.30], [0.00, -0.27, -0.21], [-0.03, -0.55, 0.20], [-0.02, 0.66, -0.70], [0.17, -0.37, 0.27], [-0.21, -0.83, 0.62], [-0.04, 0.10, 0.02], [0.11, -0.01, 0.12], [0.01, 0.01, -0.08], [-0.05, -0.03, 0.32], [-0.08, 0.10, 0.03], [-0.20, -0.10, 0.03], [0.07, -0.01, -0.09]]
}